[1]
The following is a quantum chemistry calculation of 2 unconnected molecules or ions with the total composition C31H45BF3IN3O7, from OMol25.

```
91
Properties=species:S:1:pos:R:3:forces:R:3:lowdin_charge:R:1
C 4.750798 1.194656 0.455231 1.3 1.0 0.9 -0.14
C 3.749068 2.077176 1.402084 -0.9 0.4 -0.2 -0.16
B 2.257533 1.349591 1.660921 1.6 1.2 2.4 -0.47
O 1.640387 1.696532 2.965391 2.1 -1.4 -1.4 0.04
N 1.760051 0.433121 0.604129 -1.7 0.7 1.9 -0.01
C 1.174033 1.233576 -0.504736 0.1 -0.6 -1.0 -0.06
C -0.493587 1.366574 -0.465729 2.0 4.9 -1.7 -0.22
C -0.791521 2.012707 -1.976898 0.5 -2.0 -1.3 -0.17
C -0.060858 3.435535 -2.286245 -0.1 0.7 -1.1 -0.10
C -0.979087 2.661631 0.474945 -0.2 0.6 1.2 -0.10
O -2.290464 3.222693 0.001720 2.3 0.8 0.8 -0.27
C -2.380994 4.660554 0.329337 -0.7 1.2 -0.5 -0.11
N -1.198602 0.066710 -0.167467 -2.1 0.9 1.1 0.06
C -1.538838 -0.844682 -1.308586 -0.6 -2.5 -2.9 -0.13
N -2.979951 -1.397936 -1.169418 0.4 0.3 -1.3 -0.11
C -3.965351 -0.426670 -1.852629 0.6 1.4 0.4 -0.12
C -0.627225 -0.684751 1.062960 2.0 -1.9 2.3 -0.23
C -1.278582 -2.142112 1.372124 -0.6 -1.1 1.1 -0.04
C -0.724611 -3.484505 0.666464 -1.2 -1.9 0.3 -0.18
O -1.516489 -3.970697 -0.513574 0.1 1.5 2.2 -0.08
C -0.970758 -4.739772 1.753949 -0.3 -2.5 -0.6 -0.17
F -2.274597 -4.602616 2.484037 4.5 -0.4 -2.0 0.02
F 0.190817 -4.997852 2.627840 -4.1 1.0 -2.4 0.03
F -1.136255 -5.993380 0.924654 0.6 3.8 3.2 0.00
O -0.803046 0.045583 2.326476 -2.7 0.5 -1.2 -0.03
C -2.114031 0.111438 2.899679 -2.8 -3.9 6.4 -0.24
O -2.359299 -0.662832 3.997411 2.1 5.0 -7.3 0.03
C -3.387811 1.093737 2.522355 -2.1 2.9 -0.9 -0.06
C -3.381629 2.586067 3.269573 -2.5 -0.6 -2.0 0.00
C -4.579287 3.714071 3.052955 0.4 -4.5 -2.2 -0.05
C -5.787174 3.316381 2.018713 3.2 -2.4 1.0 -0.04
C -5.813171 1.830718 1.274009 2.4 1.0 2.2 -0.03
C -4.634692 0.673951 1.514224 0.4 4.1 2.0 -0.01
C 1.047418 -0.807243 0.982767 -0.5 -1.9 -1.3 -0.15
C 1.695139 -1.599031 2.279612 0.3 -0.7 0.6 -0.10
C 3.298114 -2.025264 2.047548 -0.5 0.2 1.0 -0.28
C 3.517767 -3.153103 0.885459 0.2 0.9 0.4 -0.60
I 4.915454 -4.652380 1.770381 -0.7 0.7 -0.7 0.69
H 5.417539 0.535743 1.184409 -1.4 1.2 -1.7 0.08
H 4.225305 0.511486 -0.335787 0.9 1.5 1.6 0.07
H 5.504030 1.968200 -0.053843 -1.6 -2.0 0.9 0.09
H 4.200698 2.356548 2.464928 -0.6 -0.6 -2.4 0.12
H 3.475334 3.122428 0.894679 0.8 -2.0 1.0 0.12
H 2.351708 1.848529 3.671920 -1.5 0.0 -1.8 0.12
H 1.475246 0.703426 -1.530408 -0.9 1.3 2.0 0.13
H 1.701668 2.304281 -0.469061 -1.5 -2.4 -0.2 0.15
H -1.939348 1.977872 -2.263866 2.4 0.5 0.9 0.13
H -0.267102 1.241635 -2.725059 -1.1 1.7 1.5 0.10
H -0.316358 3.700921 -3.422820 0.5 -0.7 2.5 0.11
H -0.450157 4.356050 -1.665107 0.8 -2.1 -1.1 0.07
H 1.132358 3.396761 -2.263625 -2.8 -0.1 0.2 0.10
H -0.169958 3.542025 0.463136 -1.5 -2.2 -0.4 0.15
H -1.138513 2.430933 1.595776 0.5 0.0 -1.8 0.11
H -1.419008 5.281290 0.055392 -1.6 -1.5 0.4 0.09
H -3.247828 5.100472 -0.361205 1.8 -1.1 1.7 0.13
H -2.614916 4.887803 1.457849 0.4 -0.8 -2.2 0.09
H -2.162701 0.384051 0.164316 1.0 -0.3 -0.3 0.16
H -1.595779 -0.427764 -2.388846 1.0 0.4 2.3 0.14
H -0.719054 -1.673927 -1.366058 -1.8 1.3 0.4 0.15
H -3.017378 -2.254844 -1.783871 0.4 1.0 1.2 0.11
H -3.744985 0.625951 -1.342198 -0.8 -2.0 -1.3 0.08
H -3.742220 -0.338816 -3.013002 -0.6 -0.1 2.3 0.11
H -5.084864 -0.687004 -1.630311 2.3 0.2 -0.5 0.10
H -1.054208 -2.362009 2.529267 -0.5 1.0 -2.6 0.16
H -2.470406 -2.161847 1.304361 2.7 0.2 0.0 0.15
H 0.413190 -3.537878 0.417677 -2.3 0.2 0.3 0.14
H -2.458794 -4.096208 -0.179833 1.7 0.2 -0.5 0.12
H -2.473018 2.851786 3.988008 -2.2 -0.7 -1.7 0.12
H -4.479308 4.751837 3.622115 -0.4 -2.5 -1.4 0.11
H -6.626416 4.120732 1.828981 1.8 -2.0 0.3 0.10
H -6.753235 1.628216 0.566708 2.5 0.3 1.8 0.10
H -4.670689 -0.394297 1.005036 0.0 2.5 1.2 0.09
H 1.210267 -1.557747 0.065038 -0.3 1.5 1.7 0.16
H 1.187855 -2.659311 2.490112 0.8 2.4 -0.8 0.12
H 1.541097 -1.018722 3.312138 0.5 -1.0 -2.5 0.15
H 3.643071 -2.452802 3.107563 -0.8 0.9 -2.4 0.09
H 3.988042 -1.104363 1.837357 -1.4 -1.7 0.3 0.09
H 2.570567 -3.771841 0.591462 1.8 1.4 0.5 0.04
H 4.088421 -2.658182 -0.007932 -1.4 -1.3 1.5 0.06
C 2.303564 -2.316813 -3.686881 0.2 -0.3 0.0 0.02
C 3.170051 -3.277874 -4.021379 -0.5 0.1 0.2 0.03
C 4.477079 -2.954207 -4.626466 0.9 -0.8 -0.4 -0.37
O 5.269945 -3.833309 -4.934774 -0.7 0.8 0.3 0.13
C 4.789965 -1.528119 -4.845962 -0.1 0.5 0.0 0.04
C 3.923479 -0.567058 -4.511465 0.3 -0.1 -0.1 0.03
C 2.616451 -0.890725 -3.906378 -0.2 0.3 0.0 -0.38
O 1.823585 -0.011622 -3.598070 0.2 -0.3 0.0 0.05
H 1.340451 -2.537035 -3.242849 0.0 0.0 0.0 0.11
H 2.955634 -4.328456 -3.866073 0.0 0.0 0.0 0.13
H 5.753079 -1.307896 -5.289995 0.0 0.0 0.0 0.13
H 4.137896 0.483524 -4.666771 0.0 0.0 0.0 0.13
```
Forces are in eV/Å.

Max |F|, eV/A: 9.07
HOMO energy, Ha: -0.418
Frontier orbital gap, hartree: 0.272
Charge: +1


[2]
The following is a quantum chemistry calculation of a molecular structure, C31H45BrN2P2V, from OMol25.

```
82
Properties=species:S:1:pos:R:3:forces:R:3:mulliken_spin:R:1
C 7.845185 -4.202511 -4.137212 -0.1 0.1 0.0 0.00
C 6.568403 -4.101640 -4.739326 0.3 -0.3 -0.1 0.00
C 6.441598 -4.600089 -6.054943 -0.3 0.2 0.0 0.00
C 7.561061 -5.101802 -6.726634 -0.5 0.3 0.9 0.00
N 8.740835 -5.147333 -6.128937 1.0 -0.3 -0.4 0.00
C 8.916128 -4.724221 -4.880335 -1.1 0.1 0.0 0.00
C 5.392062 -3.478736 -4.114273 -0.9 0.3 -0.3 -0.02
C 4.331073 -2.942848 -3.802897 1.6 -0.5 -1.2 0.02
C 3.339845 -1.976032 -3.436341 0.9 -0.2 -0.4 -0.04
C 2.727949 -2.186266 -2.217502 -0.7 1.5 1.4 0.11
C 2.066570 -1.054925 -1.627863 1.9 0.8 -0.1 0.05
C 2.149317 0.309452 -2.265823 0.2 -1.0 0.4 0.09
C 2.865110 0.426708 -3.474728 -1.1 -0.6 -0.1 0.03
C 3.220991 -0.743010 -4.154458 0.9 -0.3 0.7 0.04
V 0.130900 -0.821118 -1.929026 -3.9 1.2 -0.2 2.72
P -1.489256 -2.036942 -0.394376 0.4 -2.4 0.7 0.07
H 5.479631 -4.598435 -6.567786 0.2 0.1 0.2 0.00
H 8.038367 -3.894490 -3.111282 -0.3 0.1 -0.2 0.00
H 7.475973 -5.471010 -7.755549 0.1 0.1 0.5 0.00
H 9.925867 -4.804908 -4.453208 -0.6 0.0 -0.2 0.00
H 3.590516 -0.775034 -5.181556 0.2 0.5 0.4 0.00
H 2.889724 -3.145025 -1.666502 -0.4 1.0 -0.5 0.01
H 2.983075 1.445741 -3.857782 0.0 -0.6 -0.3 0.00
H 1.442460 -1.260511 -0.709851 1.8 0.1 0.2 -0.14
C -3.147455 -1.512797 0.258603 -0.4 0.6 -0.1 0.01
C -4.284210 -2.534167 0.328045 -0.4 -0.2 0.0 0.00
H -3.475649 -0.649992 -0.337157 0.0 -0.2 0.2 0.00
H -2.982738 -1.098156 1.268650 0.3 -0.2 -0.3 0.00
H -5.169471 -2.092781 0.814362 0.4 0.0 -0.2 0.00
H -4.620142 -2.872835 -0.654883 0.2 0.1 0.0 0.00
H -4.027286 -3.412452 0.915234 0.1 0.0 -0.1 0.00
C -1.490217 -3.719375 -1.352402 -1.2 0.4 -0.7 -0.02
C -0.263524 -4.668316 -1.230285 -0.4 0.0 0.2 0.04
H -1.563908 -3.401263 -2.431842 0.1 -0.6 1.1 0.01
H -2.463769 -4.261242 -1.172523 1.0 0.5 0.0 0.00
H -0.310747 -5.317480 -2.121088 0.2 0.2 0.4 0.00
H 0.693435 -4.118766 -1.255781 -0.3 -0.2 0.0 -0.01
H -0.272173 -5.329394 -0.335352 0.0 0.6 -0.6 0.00
C -0.758370 -2.682432 1.211976 0.4 0.3 -0.1 -0.02
C -1.493817 -3.909483 1.789137 0.1 -0.1 0.2 0.00
H -0.776574 -1.856203 1.954603 -0.1 -0.8 -0.7 0.01
H 0.311741 -2.930138 1.030922 -0.5 0.1 0.1 0.00
H -0.798257 -4.449162 2.466262 -0.5 0.3 -0.4 0.00
H -2.380014 -3.602294 2.379504 0.5 -0.2 -0.4 0.00
H -1.811996 -4.602660 0.989886 0.1 0.3 0.6 0.00
Br 1.187126 2.063594 -1.828192 1.4 -1.9 -0.1 0.03
P -2.169310 0.116596 -4.068666 -1.7 0.4 -1.7 0.01
C -2.860166 -1.242821 -3.090434 0.1 -0.6 0.4 0.02
C -4.145033 -1.896617 -3.622867 -0.2 -0.3 0.1 0.00
H -3.008333 -0.923092 -2.034605 0.2 -0.3 -1.0 -0.01
H -2.043497 -1.989345 -3.158009 -0.7 0.2 0.3 -0.02
H -4.255801 -2.888809 -3.152462 0.0 0.3 -0.2 0.00
H -5.049084 -1.321827 -3.369507 0.4 -0.1 -0.2 0.00
H -4.112273 -2.046238 -4.712131 0.0 0.1 0.4 0.00
C -2.131800 1.563198 -2.968096 0.8 0.4 0.4 0.02
C -2.207780 2.837248 -3.829980 0.3 0.0 0.3 0.00
H -1.169647 1.586106 -2.423492 -0.7 0.1 0.1 -0.01
H -2.950814 1.507938 -2.230440 0.3 -0.1 -0.4 0.00
H -2.189738 3.727460 -3.189179 0.0 -0.1 -0.2 0.00
H -1.339375 2.886424 -4.504708 -0.3 0.0 0.1 0.00
H -3.114852 2.842965 -4.435844 0.1 0.0 0.0 0.00
C -0.461838 -0.446614 -4.469110 0.3 0.4 0.4 0.00
C -0.342531 -0.992078 -5.923339 0.5 -0.4 0.4 0.01
H -0.167799 -1.281239 -3.748120 0.2 -0.2 -0.9 0.04
H 0.228098 0.409325 -4.325822 -0.2 -0.4 -0.2 -0.01
H 0.720560 -1.142676 -6.157760 -0.2 0.1 0.0 0.00
H -0.822995 -1.975063 -6.044401 0.0 0.4 0.1 0.00
H -0.764270 -0.302043 -6.666942 0.0 -0.1 0.5 0.00
N 0.474272 0.108832 0.675530 0.3 -0.7 -1.0 -0.04
C 0.003043 1.010266 1.678221 0.5 0.0 1.3 0.01
C -0.431755 0.437755 2.885178 -0.2 0.7 0.3 0.00
C -0.625875 1.265970 3.996136 -0.1 -0.2 0.0 0.00
C -0.338822 2.632868 3.934676 -0.1 -0.2 -0.4 0.00
C 0.080341 3.188167 2.726123 0.0 -0.7 -0.6 0.00
C 0.257049 2.383779 1.585194 -0.5 -0.3 0.5 0.00
H 0.588739 -0.820202 1.110144 0.3 0.9 -0.3 -0.01
H 1.371849 0.441473 0.327624 -0.1 -0.1 0.5 -0.01
H -0.569802 -0.647838 3.011537 0.2 0.9 0.0 0.00
H -0.979376 0.815889 4.931000 0.2 0.3 -0.4 0.00
H -0.445619 3.267968 4.808727 0.0 -0.2 -0.1 0.00
H 0.294382 4.239843 2.634089 0.0 0.2 0.2 0.00
H 0.611044 2.780568 0.632532 -0.1 0.1 0.6 0.00
```
Forces are in eV/Å.

Max |F|, eV/A: 4.07
HOMO energy (spin up / spin down), Ha: -0.491 / -0.491
Frontier orbital gap (spin up / spin down), hartree: 0.218 / 0.224
Relative energy (zero: lowest compared OMol25 entry of this formula, charge and spin), kcal/mol: 110.49
2S+1: 4
<S²>: 3.77
Charge: +2


Among the records above, which one has the highest max |F|? C31H45BF3IN3O7


Which value of max |F| does entry 2 give? 4.07 eV/A


Which value of max |F| does entry 2 give? 4.07 eV/A


Which formula does entry 2 have? C31H45BrN2P2V